This record from the Open Molecules 2025 dataset describes a 10-piece molecular cluster, CH22N2O10 overall at a distorted geometry. The level of theory is ωB97M-V with the def2-TZVPD basis set.

Structure (XYZ):
```
35
Properties=species:S:1:pos:R:3:mulliken_charge:R:1
N 3.3862 -1.7343 2.7738 -0.371
C 4.6569 -1.7068 2.3332 0.623
N 5.3574 -2.5975 2.9423 -0.348
O 5.0129 -0.9661 1.5040 -0.590
H 2.7325 -1.1151 2.3164 0.182
H 3.0430 -2.3905 3.4606 0.146
H 6.3370 -2.7510 2.7501 0.206
H 4.8895 -3.1334 3.6592 0.152
O 0.2028 5.2813 -5.3351 -0.633
H 0.2159 4.9044 -4.4553 0.320
H 0.9425 5.8887 -5.3469 0.310
O -2.4534 1.4743 -6.0834 -0.628
H -3.2626 1.0898 -6.4207 0.317
H -2.3003 1.0218 -5.2539 0.311
O 0.3141 -2.9638 -3.2548 -0.633
H 0.1971 -2.2101 -2.6765 0.319
H -0.5485 -3.1026 -3.6458 0.309
O -3.5175 -2.7105 -0.0861 -0.631
H -4.0003 -3.5351 -0.1418 0.307
H -2.8809 -2.8519 0.6146 0.320
O 0.1044 0.2341 -0.6240 -0.626
H -0.1591 1.0785 -0.9899 0.312
H -0.4418 0.1293 0.1550 0.317
O -1.4126 -3.1955 3.6372 -0.618
H -0.7033 -2.6352 3.9519 0.306
H -1.5993 -3.7812 4.3710 0.318
O -0.2346 1.9477 3.4720 -0.624
H 0.2447 1.9708 4.3003 0.316
H 0.0274 2.7502 3.0208 0.310
O 0.2153 4.4457 -1.2588 -0.637
H -0.0172 5.1346 -0.6362 0.311
H 1.0832 4.1535 -0.9805 0.329
O -5.3716 0.6640 0.9574 -0.643
H -4.7622 -0.0470 0.7590 0.327
H -5.2977 1.2587 0.2110 0.313
```

**HOMO energy**: -0.3701 Ha
**SMILES**: NC(N)=O.O.O.O.O.O.O.O.O.O
**Molecular weight**: 222.19 u
**F_max**: 5.310 eV/Å
**Kohn-Sham gap**: 0.3661 hartree
**Energy relative to the best compared isomer or geometry (same formula, charge and spin)**: 53.79 kcal per mole
**Energy**: -24849.141 eV